Record 1
# C28H30Cl2CrN4O3S

A molecular structure, C28H30Cl2CrN4O3S in a non-equilibrium geometry (ωB97M-V with the def2-TZVPD basis set, the Open Molecules 2025 dataset).

Geometry (Å):
Cr 1.484 0.779 1.269
O 0.574 1.007 -0.366
C 0.818 0.457 -1.519
C 0.283 1.042 -2.684
C 0.456 0.462 -3.916
C 1.169 -0.737 -4.052
C 1.717 -1.317 -2.940
C 1.580 -0.739 -1.661
C 2.223 -1.365 -0.559
N 2.321 -0.876 0.632
C 3.035 -1.659 1.647
C 2.690 -1.031 3.001
N 2.762 0.403 2.739
C 3.861 1.008 3.038
C 4.230 2.299 2.569
C 5.318 2.986 3.140
C 5.702 4.213 2.669
C 5.006 4.793 1.599
C 3.976 4.124 0.985
C 3.577 2.848 1.434
O 2.660 2.198 0.765
H -0.257 1.972 -2.554
H 0.047 0.947 -4.795
H 1.288 -1.193 -5.026
H 2.292 -2.232 -3.031
H 2.688 -2.333 -0.756
H 4.112 -1.576 1.477
H 2.746 -2.711 1.606
H 3.385 -1.348 3.780
H 1.672 -1.298 3.289
H 4.584 0.488 3.670
H 5.844 2.544 3.979
H 6.533 4.738 3.120
H 5.297 5.773 1.245
H 3.437 4.548 0.148
Cl 0.338 1.383 4.765
C -0.686 2.298 3.664
Cl 0.129 2.640 2.102
H -0.925 3.252 4.119
H -1.575 1.710 3.467
C -2.108 -3.578 -2.261
C -2.503 -3.958 -0.836
C -1.809 -3.098 0.214
N -2.326 -1.736 0.130
C -1.806 -0.680 0.716
S -0.572 -0.864 1.874
N -2.328 0.572 0.508
C -3.130 1.181 -0.492
O -3.014 2.372 -0.624
C -4.107 0.380 -1.283
C -4.121 0.510 -2.668
C -5.030 -0.211 -3.426
C -5.965 -1.027 -2.806
C -6.007 -1.100 -1.421
C -5.080 -0.405 -0.659
H -2.599 -4.237 -2.976
H -1.031 -3.673 -2.393
H -2.382 -2.548 -2.504
H -2.242 -5.000 -0.650
H -3.587 -3.869 -0.710
H -0.730 -3.071 0.045
H -1.978 -3.493 1.217
H -3.108 -1.600 -0.494
H -1.799 1.285 0.990
H -3.423 1.180 -3.147
H -5.015 -0.125 -4.504
H -6.685 -1.577 -3.396
H -6.764 -1.694 -0.926
H -5.142 -0.435 0.424

The calculation puts the gap between HOMO and LUMO (alpha / beta) at 6.98 / 7.45 eV. The charge is +1. The calculation puts the energy at -105923.720 eV. The relative energy (zero: lowest compared OMol25 entry of this formula, charge and spin) is 24.0 kcal per mole. As for the spin multiplicity: 2. As for the expectation value of S²: 0.772.

Just the Mulliken charges please, in e? Sure, here they are: Cr -0.524; O -0.012; C 0.453; C -0.681; C -0.597; C -0.822; C -0.889; C 0.750; C -0.135; N 0.145; C -0.782; C -0.827; N 0.902; C -0.213; C 0.468; C -0.799; C -0.742; C -0.501; C -0.706; C 0.581; O -0.413; H 0.582; H 0.475; H 0.445; H 0.429; H 0.368; H 0.377; H 0.545; H 0.492; H 0.141; H 0.310; H 0.409; H 0.412; H 0.416; H 0.469; Cl -0.108; C -0.292; Cl -0.034; H 0.427; H 0.250; C -0.939; C -0.882; C -0.476; N 0.191; C 0.627; S -0.364; N 0.074; C 0.050; O -0.564; C 0.576; C -0.665; C -0.636; C -0.572; C -0.430; C -0.054; H 0.372; H 0.290; H 0.197; H 0.392; H 0.335; H 0.299; H 0.404; H -0.136; H -0.026; H 0.490; H 0.428; H 0.439; H 0.436; H 0.376


Record 2
# C28H30CrF3N5O6Si

A molecular structure, C28H30CrF3N5O6Si in a non-equilibrium geometry (ωB97M-V with the def2-TZVPD basis set, the Open Molecules 2025 dataset).

Geometry (Å):
Cr 10.900 12.870 11.525
F 15.545 12.189 14.373
C 14.957 12.977 13.430
F 15.172 12.444 12.234
F 15.662 14.149 13.530
C 13.426 13.244 13.630
O 13.124 13.476 14.774
O 12.694 13.307 12.547
C 12.622 18.388 10.602
C 12.505 16.941 10.948
C 13.909 16.205 10.893
C 12.119 16.862 12.392
Si 11.212 15.922 9.905
O 10.886 14.578 10.661
C 9.528 16.859 9.769
C 9.146 17.917 8.819
C 7.801 18.286 8.631
C 6.808 17.574 9.286
C 7.193 16.577 10.130
C 8.484 16.215 10.400
C 11.876 15.460 8.237
C 11.744 14.124 7.922
C 12.512 13.690 6.871
C 13.279 14.550 6.096
C 13.429 15.929 6.349
C 12.648 16.343 7.438
H 13.488 18.957 11.024
H 11.709 18.905 10.690
H 12.923 18.473 9.537
H 14.635 16.857 11.466
H 14.295 16.217 9.901
H 13.795 15.145 11.270
H 12.754 17.542 12.982
H 12.376 15.861 12.719
H 11.063 17.146 12.491
H 9.959 18.468 8.246
H 7.563 19.187 8.038
H 5.748 17.737 9.099
H 6.435 15.979 10.556
H 8.583 15.411 11.124
H 11.178 13.413 8.496
H 12.485 12.592 6.659
H 13.901 14.050 5.374
H 13.984 16.603 5.741
H 12.597 17.331 7.827
N 11.146 10.953 12.229
C 10.493 10.050 12.612
N 9.949 8.944 12.873
C 9.499 8.536 14.034
N 9.160 7.990 14.978
C 7.598 13.543 7.160
C 7.996 12.054 7.109
C 7.889 11.318 8.515
C 7.848 9.800 8.353
C 8.137 8.915 9.555
C 6.596 11.779 9.068
O 5.459 11.533 8.591
N 6.699 12.563 10.227
C 7.838 12.743 11.056
O 7.636 13.284 12.155
N 9.041 12.407 10.553
C 9.112 11.746 9.392
O 10.217 11.427 8.958
H 7.787 14.014 6.192
H 8.200 14.122 7.925
H 6.519 13.627 7.509
H 9.053 12.004 6.706
H 7.305 11.659 6.324
H 8.548 9.587 7.564
H 6.835 9.596 7.979
H 9.231 8.875 9.742
H 7.799 7.923 9.279
H 7.537 9.200 10.402
H 5.869 12.894 10.682

The calculation puts the gap between HOMO and LUMO (alpha / beta) at 7.34 / 8.14 eV. The charge is -2. The calculation puts the energy at -93717.685 eV. The relative energy (zero: lowest compared OMol25 entry of this formula, charge and spin) is 38.6 kcal per mole. As for the spin multiplicity: 5. As for the expectation value of S²: 6.008.

Just the Mulliken charges please, in e? Sure, here they are: Cr 0.105; F -0.289; C 0.786; F -0.224; F -0.283; C 0.336; O -0.629; O -0.566; C -1.929; C 2.179; C -1.754; C -1.903; Si -0.874; O 0.457; C 0.691; C -0.251; C -0.488; C -0.614; C -0.414; C -0.523; C 0.628; C 0.398; C -0.940; C -0.431; C -0.957; C -0.030; H 0.432; H 0.410; H 0.357; H 0.492; H 0.409; H 0.119; H 0.501; H 0.234; H 0.302; H 0.174; H 0.316; H 0.344; H 0.444; H 0.281; H 0.336; H 0.338; H 0.312; H 0.459; H 0.209; N -0.361; C 0.650; N -0.674; C 0.479; N -0.608; C -0.992; C -0.962; C 2.611; C -1.618; C -1.292; C -0.409; O -0.731; N 0.237; C -0.303; O -0.789; N 1.072; C -0.204; O -0.799; H 0.494; H -0.005; H 0.319; H 0.345; H 0.341; H 0.378; H 0.507; H 0.238; H 0.500; H 0.317; H 0.307


Record 3
# C28H30FN4O3S2

A gas-phase ion, C28H30FN4O3S2 (charge +1) in a non-equilibrium geometry (ωB97M-V with the def2-TZVPD basis set, the Open Molecules 2025 dataset).

Geometry (Å):
C 0.328 3.249 -5.430
N 1.064 2.491 -4.412
C 2.300 3.196 -4.040
C 1.360 1.099 -4.821
C 0.122 0.249 -5.107
C -0.924 0.249 -3.985
N -0.377 -0.110 -2.686
C -0.124 0.867 -1.765
O -0.080 2.050 -2.116
C 0.084 0.455 -0.367
C 1.132 1.028 0.348
C 1.384 0.622 1.646
C 0.570 -0.329 2.229
S 0.937 -0.951 3.886
O 2.196 -0.401 4.276
O 0.803 -2.376 3.837
N -0.303 -0.358 4.829
C -1.268 -1.286 5.379
C -2.657 -1.043 4.800
C -3.091 0.375 5.152
C -2.017 1.370 4.808
C -2.344 2.708 4.633
C -1.381 3.655 4.340
C -0.056 3.266 4.235
C 0.294 1.941 4.409
C -0.678 0.982 4.683
C -0.504 -0.870 1.545
C -0.754 -0.479 0.245
C -0.044 -1.432 -2.446
N 0.941 -1.780 -1.709
C 1.035 -3.134 -1.587
C 1.972 -3.822 -0.819
C 1.939 -5.198 -0.803
C 0.981 -5.880 -1.551
F 0.976 -7.217 -1.522
C 0.030 -5.237 -2.322
C 0.067 -3.855 -2.324
S -0.986 -2.753 -3.161
H -0.633 2.787 -5.638
H 0.150 4.261 -5.074
H 0.906 3.298 -6.353
H 0.471 2.414 -3.509
H 2.822 2.651 -3.257
H 2.058 4.189 -3.666
H 2.957 3.292 -4.904
H 1.930 0.636 -4.011
H 1.991 1.122 -5.713
H -0.367 0.566 -6.028
H 0.471 -0.773 -5.264
H -1.397 1.228 -3.876
H -1.703 -0.475 -4.236
H 1.761 1.766 -0.126
H 2.217 1.013 2.207
H -1.291 -1.157 6.467
H -0.903 -2.288 5.155
H -2.629 -1.163 3.715
H -3.357 -1.773 5.207
H -3.294 0.435 6.225
H -4.015 0.634 4.632
H -3.378 3.006 4.733
H -1.660 4.689 4.207
H 0.711 3.998 4.031
H 1.326 1.639 4.373
H -1.112 -1.618 2.029
H -1.595 -0.890 -0.292
H 2.694 -3.267 -0.244
H 2.643 -5.765 -0.215
H -0.700 -5.798 -2.881

The calculation puts the gap between HOMO and LUMO at 7.35 eV. The charge is +1. As for the SMILES: C[NH+](C)CCCN(C(=O)c1ccc(S(=O)(=O)N2CCCc3ccccc32)cc1)c1nc2ccc(F)cc2s1. The calculation puts the energy at -66008.831 eV. The relative energy (zero: lowest compared OMol25 entry of this formula, charge and spin) is 3.1 kcal per mole. As for the spin multiplicity: 1.

Just the Mulliken charges please, in e? Sure, here they are: C -0.880; N 0.229; C -0.938; C -1.037; C -0.571; C -1.473; N 0.317; C 0.676; O -0.805; C 0.384; C -0.812; C -0.621; C 0.157; S 1.340; O -0.698; O -0.731; N -0.062; C -0.809; C -0.327; C -1.081; C 0.804; C -0.685; C -0.751; C -0.773; C -0.307; C -0.020; C -0.613; C -0.821; C 0.440; N -0.342; C -0.365; C -0.403; C -0.684; C 0.262; F -0.309; C -0.746; C 0.829; S -0.315; H 0.312; H 0.387; H 0.370; H 0.390; H 0.294; H 0.402; H 0.415; H 0.520; H 0.472; H 0.487; H 0.385; H 0.620; H 0.560; H 0.474; H 0.593; H 0.336; H 0.437; H 0.068; H 0.402; H 0.337; H 0.467; H 0.427; H 0.408; H 0.443; H 0.886; H 0.681; H 0.520; H 0.501; H 0.466; H 0.480